[1]
ORCA calculation (the ωB97M-V functional and the def2-TZVPD basis) on the molecule C2H6O2Si.

Its charge is 0. The strongest force on any atom is 3.0 eV/Å. Its HOMO energy is -10.02 eV. As for the SMILES: C=C[SiH2]OO. As for the LUMO energy: 0.811 eV. The calculation puts the calculated total energy at -14140.4818 eV. The calculation puts the relative energy (zero: lowest compared OMol25 entry of this formula, charge and spin) at 4.6156 eV. As for the HOMO-LUMO gap: 0.3980 Ha.

```
11
C2H6O2Si the ωB97M-V functional and the def2-TZVPD basis
C -2.18776 -0.14029 -0.34369
C -1.02324 -0.47354 0.18769
Si 0.49130 0.63372 0.15738
O 1.63992 -0.50767 -0.13648
O 3.00565 -0.21106 0.11573
H -3.05797 -0.77715 -0.29113
H -2.32371 0.79417 -0.85987
H -0.94945 -1.42753 0.69532
H 0.20009 1.84145 -1.08294
H 0.82045 1.36402 1.37524
H 3.38471 -1.09613 0.18276
```

[2]
ORCA calculation (the ωB97M-V functional and the def2-TZVPD basis) on the molecule C3H7NO2.

Its charge is 0. The strongest force on any atom is 0.8 eV/Å. Its HOMO energy is -8.64 eV. As for the LUMO energy: 0.957 eV. The calculation puts the calculated total energy at -8807.4191 eV. The calculation puts the relative energy (zero: lowest compared OMol25 entry of this formula, charge and spin) at 3.1098 eV. As for the HOMO-LUMO gap: 0.3527 Ha.

```
13
C3H7NO2 the ωB97M-V functional and the def2-TZVPD basis
N 1.94423 0.95219 0.79708
C 1.25316 0.53285 -0.25066
O 1.05068 -0.78778 -0.11786
C -0.22732 -1.08982 -0.69481
C -1.35633 -0.07703 -0.44510
O -1.68314 0.09994 0.92135
H 2.02949 1.94798 0.88802
H 2.29486 0.34619 1.53416
H -0.49896 -2.02998 -0.21689
H -0.11531 -1.20784 -1.77820
H -1.14421 0.88520 -0.92407
H -2.23769 -0.50762 -0.93559
H -1.30946 0.93571 1.22256
```

[3]
ORCA calculation (the ωB97M-V functional and the def2-TZVPD basis) on a cluster of 14 separate species, C40H108O14 in total.

Its charge is 0. The strongest force on any atom is 1.9 eV/Å. Its HOMO energy is -9.36 eV. As for the LUMO energy: 0.361 eV. The calculation puts the calculated total energy at -71897.7804 eV. The calculation puts the relative energy (zero: lowest compared OMol25 entry of this formula, charge and spin) at 0.0000 eV. As for the HOMO-LUMO gap: 0.3571 Ha.

```
162
C40H108O14 the ωB97M-V functional and the def2-TZVPD basis
C -4.79598 -1.21823 -5.34104
C -4.33819 -0.91482 -3.93419
C -2.90069 -1.37300 -3.67681
O -4.42904 0.51152 -3.67397
H -4.31243 -0.61229 -6.10255
H -5.87973 -1.06692 -5.41501
H -4.63872 -2.27998 -5.56828
H -4.99252 -1.40020 -3.21514
H -2.78982 -2.44177 -3.82129
H -2.63386 -1.11538 -2.65073
H -2.22385 -0.84302 -4.35509
H -3.70832 0.94525 -4.14976
C 0.82173 1.59260 0.58316
C 0.86730 0.13266 0.24148
C -0.27901 -0.30411 -0.63504
O 2.12279 -0.15461 -0.48414
H 0.93495 2.17058 -0.33728
H 1.63817 1.85208 1.26167
H -0.11002 1.88753 1.07354
H 0.86043 -0.47597 1.15681
H -0.40901 0.34558 -1.50514
H -1.20813 -0.35930 -0.07283
H -0.04393 -1.30311 -1.02539
H 2.89704 0.17216 0.05622
C -1.78916 7.70084 2.18738
C -1.61972 6.40824 1.41053
C -0.87938 5.34651 2.22457
O -2.92856 5.93779 1.00900
H -0.80471 8.14656 2.35753
H -2.28943 7.54019 3.14269
H -2.36305 8.40587 1.58553
H -1.00088 6.68737 0.52995
H -1.45753 5.02605 3.09779
H 0.10770 5.65625 2.59086
H -0.73838 4.43991 1.61568
H -2.82840 5.15455 0.39522
C 0.94604 0.95507 -4.08930
C 1.40245 -0.49543 -4.15434
C 1.87588 -0.87343 -5.53880
O 2.52193 -0.70500 -3.24497
H 0.00135 1.10348 -4.62549
H 1.70360 1.63906 -4.48763
H 0.80587 1.30226 -3.05835
H 0.55690 -1.15944 -3.89387
H 1.05009 -0.81095 -6.25666
H 2.19618 -1.92016 -5.54009
H 2.69912 -0.24186 -5.86309
H 2.21848 -0.38909 -2.35384
C -0.29004 -5.11463 -4.59771
C 0.27072 -5.45467 -3.21135
C 0.07125 -4.37319 -2.20593
O -0.36975 -6.65460 -2.67055
H -1.38619 -5.07812 -4.54055
H -0.08201 -5.92895 -5.30305
H 0.10795 -4.18167 -4.99429
H 1.35501 -5.62605 -3.29196
H -0.91675 -4.39997 -1.74318
H 0.22326 -3.36375 -2.59436
H 0.80160 -4.51383 -1.40174
H 0.10584 -7.42852 -2.98739
C 3.81398 -4.72713 -1.11526
C 3.50851 -3.34222 -1.60573
C 4.51157 -2.33189 -1.06232
O 3.48449 -3.38766 -3.02306
H 3.05666 -5.44468 -1.43473
H 3.82650 -4.73923 -0.01860
H 4.80141 -5.03891 -1.46035
H 2.50526 -3.04707 -1.23965
H 4.38783 -2.17878 0.01836
H 4.35348 -1.35976 -1.53572
H 5.54305 -2.66522 -1.23070
H 3.24063 -2.48043 -3.32729
C -2.96582 -2.63762 2.20286
C -3.18507 -4.00981 1.62618
C -4.02648 -4.86146 2.55122
O -3.81438 -3.85207 0.31097
H -2.50146 -2.72530 3.19447
H -3.92301 -2.12971 2.38943
H -2.34224 -1.95419 1.62868
H -2.20121 -4.48306 1.45414
H -4.96341 -4.34789 2.77197
H -3.48555 -5.03275 3.49066
H -4.26325 -5.82802 2.10912
H -3.88244 -4.73386 -0.07542
C 3.66102 5.68583 2.12201
C 4.54735 4.44751 2.04306
C 5.76976 4.59322 2.93960
O 3.78025 3.28393 2.43111
H 2.75417 5.53462 1.53210
H 4.17010 6.58445 1.77159
H 3.33010 5.83383 3.15695
H 4.82922 4.26654 1.00729
H 5.46970 4.86400 3.95095
H 6.44779 5.34466 2.52989
H 6.30215 3.64067 2.99143
H 3.43684 3.39366 3.32337
C -6.74044 0.36463 -0.60899
C -5.43838 1.02509 -0.16638
C -4.40316 -0.02024 0.28705
O -4.91703 1.84044 -1.22742
H -7.23185 -0.20174 0.18701
H -6.53024 -0.36374 -1.40642
H -7.44828 1.09536 -0.99702
H -5.66193 1.70793 0.66408
H -4.76658 -0.49565 1.20022
H -3.47226 0.48521 0.54013
H -4.28748 -0.76362 -0.50137
H -4.78595 1.30982 -2.06169
C -3.87506 0.51493 4.28743
C -2.46744 0.74826 3.77658
C -2.28691 2.17213 3.28901
O -1.49426 0.43721 4.80524
H -3.95169 -0.51075 4.64450
H -4.60238 0.65092 3.47585
H -4.15820 1.24290 5.05119
H -2.27664 0.06576 2.94313
H -2.54411 2.84923 4.11774
H -2.92608 2.42090 2.43709
H -1.26392 2.39029 2.98456
H -1.62167 1.01674 5.56623
C -2.09300 5.49490 -2.23191
C -2.62036 4.12038 -2.18898
C -1.57380 3.12171 -2.62941
O -3.10617 3.83564 -0.87504
H -1.18025 5.52732 -1.60981
H -2.78819 6.21150 -1.79986
H -1.78745 5.79909 -3.22940
H -3.46754 3.98468 -2.88846
H -1.15253 3.39584 -3.60579
H -1.92603 2.09177 -2.59864
H -0.70302 3.17242 -1.95377
H -3.83810 3.15864 -0.95618
C 6.78764 1.45924 0.31690
C 5.76195 0.39581 0.68062
C 6.01565 -0.18395 2.07931
O 4.44274 0.98513 0.64258
H 6.79739 2.26531 1.06511
H 6.53317 1.89374 -0.65150
H 7.81766 1.08993 0.28113
H 5.77726 -0.42755 -0.03018
H 5.35351 -1.02377 2.28263
H 5.88568 0.59460 2.83944
H 7.04714 -0.54856 2.17488
H 4.45994 1.76149 1.23598
C 2.61869 -5.54166 3.13650
C 2.24929 -4.12080 2.84010
C 1.04339 -3.99389 1.88925
O 1.92843 -3.51429 4.10678
H 3.06831 -6.03919 2.27662
H 1.78833 -6.09594 3.56313
H 3.40541 -5.53063 3.90889
H 3.10927 -3.58400 2.40094
H 0.79438 -2.94355 1.70103
H 0.16561 -4.47584 2.34637
H 1.18433 -4.51462 0.93702
H 1.53232 -2.64463 3.90645
C 2.05304 -0.26219 3.82180
O 0.78784 -0.86058 3.54531
H 2.01281 0.83201 3.76862
H 2.40685 -0.52706 4.82945
H 2.76958 -0.63901 3.09579
H 0.08681 -0.31959 3.96257
```

Which of these has the highest HOMO? C3H7NO2

What is the calculated total energy in the second record? -8807.4191 eV

Please write out number 2 again, unchanged.
ORCA calculation (the ωB97M-V functional and the def2-TZVPD basis) on the molecule C3H7NO2.

Its charge is 0. The strongest force on any atom is 0.8 eV/Å. Its HOMO energy is -8.64 eV. As for the LUMO energy: 0.957 eV. The calculation puts the calculated total energy at -8807.4191 eV. The calculation puts the relative energy (zero: lowest compared OMol25 entry of this formula, charge and spin) at 3.1098 eV. As for the HOMO-LUMO gap: 0.3527 Ha.

```
13
C3H7NO2 the ωB97M-V functional and the def2-TZVPD basis
N 1.94423 0.95219 0.79708
C 1.25316 0.53285 -0.25066
O 1.05068 -0.78778 -0.11786
C -0.22732 -1.08982 -0.69481
C -1.35633 -0.07703 -0.44510
O -1.68314 0.09994 0.92135
H 2.02949 1.94798 0.88802
H 2.29486 0.34619 1.53416
H -0.49896 -2.02998 -0.21689
H -0.11531 -1.20784 -1.77820
H -1.14421 0.88520 -0.92407
H -2.23769 -0.50762 -0.93559
H -1.30946 0.93571 1.22256
```